Computed, not measured: a 2-piece molecular cluster, C3H9BS overall in a non-equilibrium geometry, with ωB97M-V/def2-TZVPD.

Each line ends with the Mulliken charge.
Geometry (Å):
B 0.159 -0.293 0.056  0.230
C -0.186 -0.607 -1.437  -0.909
C -0.023 -1.957 1.509  -1.187
C 0.152 2.532 -0.025  -0.603
S 0.608 1.055 1.138  -0.122
H 0.030 0.107 -2.281  0.340
H -1.210 -0.980 -1.759  0.330
H 0.372 -1.593 -1.539  0.274
H 0.844 -2.554 1.344  0.343
H -0.882 -2.403 1.117  0.298
H -0.090 -1.636 2.484  0.362
H 0.939 3.243 0.051  0.312
H -0.814 3.048 0.366  0.251
H 0.100 2.037 -1.025  0.081

Computed properties:
net charge	0
frontier orbital gap	9.0	eV
E_LUMO	0.5	eV
HOMO energy	-8.48	eV


Computed, not measured: C29H32MnN5O4S as an isolated structure, with ωB97M-V/def2-TZVPD.

Each line ends with the Mulliken charge.
Geometry (Å):
Mn -0.349 -0.669 1.086  0.021
C 2.412 0.684 1.335  -0.708
C 2.793 -0.240 2.482  -1.321
C 2.180 -1.617 2.555  1.052
C 2.960 -2.668 3.018  -1.035
C 2.406 -3.919 3.218  -0.355
C 1.057 -4.107 2.954  -1.102
C 0.337 -3.038 2.476  -0.235
N 0.879 -1.817 2.274  0.492
N 0.997 1.129 1.323  0.799
C 0.745 1.930 0.111  0.011
C -0.705 1.914 -0.283  0.555
C -1.321 2.978 -0.912  -0.940
C -2.631 2.836 -1.343  -0.854
C -3.289 1.634 -1.130  -1.030
C -2.618 0.616 -0.482  -0.559
N -1.352 0.761 -0.068  1.096
C 0.578 1.831 2.549  -1.344
C -0.812 1.454 3.003  1.059
C -1.574 2.278 3.810  -1.154
C -2.803 1.830 4.268  -0.409
C -3.248 0.564 3.907  -0.954
C -2.449 -0.198 3.084  -0.293
N -1.257 0.240 2.648  0.461
H 3.076 1.555 1.362  0.439
H 2.583 0.171 0.386  0.342
H 3.874 -0.368 2.424  0.611
H 2.625 0.239 3.450  0.316
H 4.006 -2.492 3.231  0.504
H 3.017 -4.735 3.580  0.449
H 0.574 -5.061 3.104  0.467
H -0.712 -3.149 2.230  0.493
H 1.109 2.955 0.223  0.716
H 1.302 1.470 -0.712  -1.240
H -0.777 3.899 -1.072  0.823
H -3.133 3.655 -1.842  0.497
H -4.309 1.484 -1.455  0.526
H -3.079 -0.343 -0.294  0.577
H 1.249 1.555 3.363  0.544
H 0.661 2.916 2.438  0.386
H -1.203 3.257 4.082  0.532
H -3.412 2.464 4.899  0.464
H -4.198 0.179 4.247  0.485
H -2.758 -1.182 2.749  0.496
C 2.920 2.852 -2.279  -1.397
C 1.959 1.800 -2.763  0.751
C 2.397 0.522 -3.091  -0.595
C 1.517 -0.429 -3.597  -0.596
C 0.181 -0.102 -3.748  -0.149
C -0.285 1.168 -3.418  -0.790
C 0.605 2.108 -2.934  -0.438
S -0.923 -1.246 -4.516  1.301
O -0.163 -2.395 -4.908  -0.672
O -1.758 -0.519 -5.421  -0.747
N -1.917 -1.687 -3.248  -0.200
C -1.820 -3.047 -2.707  -1.143
C -0.558 -3.172 -1.863  -0.641
C -0.618 -2.257 -0.698  1.313
O -1.591 -2.176 0.095  -0.643
O 0.388 -1.472 -0.467  -0.612
H 3.934 2.463 -2.208  0.400
H 2.631 3.237 -1.298  0.223
H 2.934 3.702 -2.963  0.409
H 3.447 0.275 -2.992  0.424
H 1.868 -1.406 -3.904  0.576
H -1.323 1.423 -3.593  0.704
H 0.259 3.115 -2.728  0.834
H -2.863 -1.465 -3.535  0.347
H -1.806 -3.827 -3.469  0.385
H -2.705 -3.192 -2.088  0.580
H 0.337 -2.946 -2.438  0.297
H -0.482 -4.202 -1.500  0.400

Computed properties:
net charge	+2
2S+1	5
frontier orbital gap (alpha / beta)	6.7 / 7.3	eV
⟨S²⟩	6.05
E_LUMO (alpha / beta)	-7.4 / -6.8	eV
HOMO energy (alpha / beta)	-14.08 / -14.08	eV


Computed, not measured: a 13-piece molecular cluster, C5H36N2O13 overall in a non-equilibrium geometry, with ωB97M-V/def2-TZVPD.

Each line ends with the Mulliken charge.
Geometry (Å):
C 2.908 -2.677 0.708  -1.256
C 1.528 -2.951 0.214  -0.391
N 0.622 -1.909 -0.351  0.481
C 0.942 -0.518 -0.012  0.699
C 0.461 -0.087 1.363  -0.213
N -0.329 0.978 1.608  0.760
C -0.538 1.964 0.545  -1.142
O 0.767 -0.825 2.315  -0.754
H 3.100 -2.722 1.782  0.297
H 3.398 -1.719 0.465  0.259
H 3.702 -3.224 0.119  0.331
H 1.484 -3.749 -0.545  0.523
H 1.029 -3.420 1.105  0.129
H -0.316 -2.068 0.055  -0.222
H 0.515 0.144 -0.764  0.233
H 2.054 -0.502 0.139  -0.423
H -0.982 1.065 2.373  0.141
H -0.532 1.656 -0.500  0.351
H -1.609 2.259 0.614  0.338
H -0.047 2.928 0.518  0.243
H -3.432 -0.657 2.462  0.266
H -3.653 0.620 1.814  0.257
O -3.260 -0.241 1.603  -0.644
H -2.651 -0.123 -2.408  0.343
H -3.650 0.422 -3.394  0.289
O -3.427 0.451 -2.463  -0.632
H 3.280 0.955 -1.166  0.277
H 2.687 1.920 0.058  0.303
O 3.356 1.335 -0.295  -0.625
H 0.436 0.493 -4.841  0.323
H 1.676 1.114 -4.182  0.297
O 1.061 1.212 -4.912  -0.618
H -2.393 2.081 3.157  0.263
H -3.188 3.171 2.320  0.303
O -3.191 2.279 2.673  -0.623
H 4.336 -1.502 -1.501  0.258
H 2.943 -1.095 -2.213  0.360
O 3.793 -0.804 -1.865  -0.643
H 1.591 2.928 2.331  0.319
H 2.513 3.730 1.564  0.293
O 1.574 3.739 1.805  -0.639
H -0.909 1.051 4.917  0.270
H -1.197 -0.284 4.187  0.260
O -1.462 0.643 4.242  -0.610
H -1.357 -2.937 -1.667  0.294
H -2.088 -1.909 -0.784  0.400
O -1.847 -2.112 -1.686  -0.673
H -2.075 3.194 -2.348  0.301
H -1.359 4.337 -1.538  0.268
O -1.348 3.400 -1.751  -0.571
H 0.180 -1.197 -2.576  0.208
H 0.646 -2.131 -3.603  0.326
O 0.727 -1.198 -3.372  -0.602
H -2.480 -1.859 0.857  0.404
H -2.004 -2.963 1.869  0.294
O -1.985 -2.688 0.955  -0.681

Computed properties:
net charge	0
frontier orbital gap	8.6	eV
E_LUMO	0.0	eV
HOMO energy	-8.60	eV


Computed, not measured: an isolated ion of composition CHNO8S2 and charge -2 in a non-equilibrium geometry, with ωB97M-V/def2-TZVPD.

Each line ends with the Mulliken charge.
Geometry (Å):
C 0.589 -0.883 -0.667  0.600
N 0.259 0.607 -0.593  -0.041
O 0.807 -1.367 -1.766  -0.626
O -2.114 -0.344 -0.841  -0.670
O 0.707 -1.367 0.452  -0.776
O 0.029 -0.416 -5.029  -0.549
O -2.124 -1.199 -4.372  -0.585
O -0.909 0.521 -2.791  -0.428
O -1.932 2.042 -1.145  -0.733
O 0.071 0.893 0.750  -0.508
S -0.756 -0.988 -3.975  0.711
S -1.262 0.711 -1.341  1.228
H 0.275 0.069 1.298  0.378

Computed properties:
net charge	-2
frontier orbital gap	7.7	eV
E_LUMO	6.1	eV
HOMO energy	-1.62	eV


Computed, not measured: one molecule with the formula C3H5N3O, with ωB97M-V/def2-TZVPD.

Each line ends with the Mulliken charge.
Geometry (Å):
N 2.050 -0.189 0.017  -0.508
C 0.671 0.032 -0.001  0.360
C -0.097 1.143 -0.011  -0.527
N -1.433 0.716 0.091  -0.059
C -1.516 -0.661 0.108  0.197
O -2.508 -1.366 0.147  -0.638
N -0.186 -1.061 0.063  -0.080
H 2.412 -0.664 -0.802  0.244
H 2.587 0.642 0.221  0.236
H 0.137 2.140 -0.345  0.359
H -2.216 1.290 0.358  0.217
H 0.099 -2.023 0.153  0.199

Computed properties:
net charge	0
frontier orbital gap	8.5	eV
SMILES	Nc1c[nH]c(=O)[nH]1
E_LUMO	0.8	eV
HOMO energy	-7.75	eV


Computed, not measured: one molecule with the formula C12H15P in a non-equilibrium geometry, with ωB97M-V/def2-TZVPD.

Each line ends with the Mulliken charge.
Geometry (Å):
C -2.272 -0.227 0.050  -1.169
C 1.557 0.235 -1.136  -0.920
C -1.754 0.531 -1.091  0.600
C -1.126 1.552 0.985  -0.789
C -1.932 0.270 1.256  0.875
C 0.423 -0.685 -1.240  0.535
C 0.357 -1.733 -0.414  -0.487
C 2.498 -0.180 -0.229  0.426
C -1.024 1.662 -0.353  -0.908
C -2.120 -0.181 2.654  -1.483
C -0.815 -0.260 -2.008  -1.479
C 3.829 0.603 0.128  -1.121
P 1.845 -1.685 0.616  -0.190
H -2.727 -1.167 -0.131  0.534
H 1.614 1.174 -1.554  0.486
H -2.631 0.911 -1.638  0.491
H -0.422 -2.461 -0.324  0.462
H -0.589 2.306 -1.035  0.637
H -2.427 0.580 3.287  0.426
H -1.104 -0.352 3.032  0.298
H -2.771 -1.025 2.673  0.367
H -0.699 2.002 1.835  0.479
H -0.561 0.396 -2.790  0.482
H -1.302 -1.157 -2.397  0.439
H 4.112 0.297 1.145  0.344
H 3.644 1.702 0.190  0.308
H 4.541 0.288 -0.585  0.312
H 2.647 -2.494 -0.175  0.047

Computed properties:
net charge	0
frontier orbital gap	9.0	eV
SMILES	CC1=C[C@H](CC2=CC(C)=[PH]=C2)C=C1
E_LUMO	0.9	eV
HOMO energy	-8.04	eV


> What is the net charge in the second record?

+2


> What is the net charge in the third record?

0


> Which value of net charge does entry 2 give?

+2


Please write out number 3 again, unchanged.
Computed, not measured: a 13-piece molecular cluster, C5H36N2O13 overall in a non-equilibrium geometry, with ωB97M-V/def2-TZVPD.

Each line ends with the Mulliken charge.
Geometry (Å):
C 2.908 -2.677 0.708  -1.256
C 1.528 -2.951 0.214  -0.391
N 0.622 -1.909 -0.351  0.481
C 0.942 -0.518 -0.012  0.699
C 0.461 -0.087 1.363  -0.213
N -0.329 0.978 1.608  0.760
C -0.538 1.964 0.545  -1.142
O 0.767 -0.825 2.315  -0.754
H 3.100 -2.722 1.782  0.297
H 3.398 -1.719 0.465  0.259
H 3.702 -3.224 0.119  0.331
H 1.484 -3.749 -0.545  0.523
H 1.029 -3.420 1.105  0.129
H -0.316 -2.068 0.055  -0.222
H 0.515 0.144 -0.764  0.233
H 2.054 -0.502 0.139  -0.423
H -0.982 1.065 2.373  0.141
H -0.532 1.656 -0.500  0.351
H -1.609 2.259 0.614  0.338
H -0.047 2.928 0.518  0.243
H -3.432 -0.657 2.462  0.266
H -3.653 0.620 1.814  0.257
O -3.260 -0.241 1.603  -0.644
H -2.651 -0.123 -2.408  0.343
H -3.650 0.422 -3.394  0.289
O -3.427 0.451 -2.463  -0.632
H 3.280 0.955 -1.166  0.277
H 2.687 1.920 0.058  0.303
O 3.356 1.335 -0.295  -0.625
H 0.436 0.493 -4.841  0.323
H 1.676 1.114 -4.182  0.297
O 1.061 1.212 -4.912  -0.618
H -2.393 2.081 3.157  0.263
H -3.188 3.171 2.320  0.303
O -3.191 2.279 2.673  -0.623
H 4.336 -1.502 -1.501  0.258
H 2.943 -1.095 -2.213  0.360
O 3.793 -0.804 -1.865  -0.643
H 1.591 2.928 2.331  0.319
H 2.513 3.730 1.564  0.293
O 1.574 3.739 1.805  -0.639
H -0.909 1.051 4.917  0.270
H -1.197 -0.284 4.187  0.260
O -1.462 0.643 4.242  -0.610
H -1.357 -2.937 -1.667  0.294
H -2.088 -1.909 -0.784  0.400
O -1.847 -2.112 -1.686  -0.673
H -2.075 3.194 -2.348  0.301
H -1.359 4.337 -1.538  0.268
O -1.348 3.400 -1.751  -0.571
H 0.180 -1.197 -2.576  0.208
H 0.646 -2.131 -3.603  0.326
O 0.727 -1.198 -3.372  -0.602
H -2.480 -1.859 0.857  0.404
H -2.004 -2.963 1.869  0.294
O -1.985 -2.688 0.955  -0.681

Computed properties:
net charge	0
frontier orbital gap	8.6	eV
E_LUMO	0.0	eV
HOMO energy	-8.60	eV